Here is a 2-piece molecular cluster, C6H10N3 overall at a distorted geometry from OMol25. Energies are from the ωB97M-V functional and the def2-TZVPD basis.

Each line ends with the natural charge from an NBO analysis.
Atoms and positions in Å:
C (2.41310, -0.45816, -0.11804)  -0.4377
C (2.98333, -1.69640, -0.05868)  -0.0297
C (1.07432, -0.77213, 0.07820)  0.2959
C (-2.09042, 0.37056, 0.72084)  -0.4799
C (-2.07700, 0.45133, -0.86044)  -0.4634
C (-0.91203, 0.76335, -0.03078)  0.1369
N (2.09027, -2.73161, 0.18838)  -0.2123
N (0.87966, -2.08982, 0.14866)  -0.4096
N (-0.34843, 2.10764, 0.07722)  -0.7055
H (2.83636, 0.39390, -0.57338)  0.2452
H (4.09128, -1.75648, -0.10289)  0.2376
H (-2.83785, 1.03190, 1.13664)  0.2401
H (-2.31503, -0.59066, 1.05734)  0.2580
H (-2.18983, -0.58708, -1.22641)  0.2702
H (-2.71583, 1.14264, -1.34315)  0.2447
H (0.07897, -2.51115, 0.59741)  0.4251
H (0.33431, 2.16318, 0.81112)  0.4628
H (-1.25828, 2.54489, 0.37067)  0.4564
H (-0.03690, 2.22409, -0.87271)  0.4654

**E_HOMO (alpha / beta)**: -12.86 / -12.85 eV
**Charge**: +1
**M**: 124.2 g/mol
**Kohn-Sham gap (alpha / beta)**: 0.2891 / 0.2893 Eh

***

Here is C26H16N6O2Pd as an isolated structure at a distorted geometry from OMol25. Energies are from the ωB97M-V functional and the def2-TZVPD basis.

Each line ends with the natural charge from an NBO analysis.
Atoms and positions in Å:
Pd (0.01688, -0.01259, -0.12272)  0.9006
C (-4.07073, -1.16829, 0.80145)  -0.2630
C (-4.64563, -1.52840, -0.42394)  -0.1541
C (-3.87019, -1.45337, -1.54067)  -0.2308
C (-2.51395, -1.02038, -1.48722)  0.3893
N (-1.96352, -0.67348, -0.26950)  -0.4780
C (-2.75910, -0.76528, 0.81120)  0.0634
N (-1.88881, -0.99710, -2.64906)  -0.5320
C (-0.65648, -0.64810, -2.94264)  0.4593
N (0.28429, -0.21900, -2.04465)  -0.6008
C (1.44447, 0.04094, -2.72433)  0.4754
N (2.56176, 0.47784, -2.18825)  -0.5301
C (2.85079, 0.75983, -0.93200)  0.3897
C (4.18382, 1.20864, -0.70600)  -0.2308
C (4.63130, 1.53580, 0.53769)  -0.1541
C (3.73626, 1.42440, 1.60920)  -0.2629
C (2.45865, 0.99736, 1.34786)  0.0634
N (1.98190, 0.65999, 0.13622)  -0.4780
C (1.25228, -0.22902, -4.12323)  -0.0990
C (2.08387, -0.13438, -5.23568)  -0.1567
C (1.57029, -0.48216, -6.47021)  -0.1983
C (0.24828, -0.91954, -6.60717)  -0.1950
C (-0.58926, -1.01741, -5.51276)  -0.1878
C (-0.08622, -0.66936, -4.26217)  -0.0139
H (-4.63810, -1.20680, 1.71690)  0.2256
H (-5.67262, -1.85763, -0.47248)  0.2208
H (-4.24956, -1.71743, -2.51240)  0.2314
H (-2.31991, -0.50044, 1.76294)  0.2129
H (4.81925, 1.27449, -1.57196)  0.2314
H (5.64314, 1.87486, 0.70105)  0.2208
H (4.03645, 1.66854, 2.61500)  0.2256
H (1.77073, 0.92610, 2.17887)  0.2129
H (3.10344, 0.20188, -5.13288)  0.2305
H (2.19706, -0.41761, -7.35054)  0.2183
H (-0.11926, -1.18405, -7.59050)  0.2184
H (-1.60804, -1.35428, -5.62127)  0.2314
O (0.47085, -1.86562, 2.37022)  -0.5786
C (0.03025, -0.78388, 2.71092)  0.6267
N (-0.25111, 0.19442, 1.80304)  -0.6848
C (-0.73828, 1.33093, 2.37749)  0.6468
O (-1.03962, 2.30614, 1.71216)  -0.5795
C (-0.79011, 1.07695, 3.84509)  -0.1545
C (-1.20105, 1.86273, 4.89982)  -0.1636
C (-1.11475, 1.31582, 6.17603)  -0.2008
C (-0.63252, 0.03347, 6.38067)  -0.1975
C (-0.22088, -0.76449, 5.31821)  -0.1976
C (-0.30902, -0.22765, 4.05207)  -0.0682
H (-1.57541, 2.86329, 4.74704)  0.2309
H (-1.43025, 1.91115, 7.01786)  0.2166
H (-0.57329, -0.36418, 7.38123)  0.2166
H (0.15168, -1.76365, 5.48399)  0.2318

**E_HOMO**: -8.00 eV
**Charge**: 0
**M**: 550.9 g/mol
**Kohn-Sham gap**: 0.2464 Eh

***

Here is C5H13N3 as an isolated structure at a distorted geometry from OMol25. Energies are from the ωB97M-V functional and the def2-TZVPD basis.

Each line ends with the natural charge from an NBO analysis.
Atoms and positions in Å:
C (0.32827, 1.38554, 1.01761)  -0.4342
C (-1.14270, 1.72610, 0.77868)  -0.6108
C (0.92387, 0.39709, 0.02221)  -0.0802
C (2.25177, 0.03560, 0.10304)  -0.6931
H (0.46956, 0.97807, 2.02096)  0.1986
H (0.91376, 2.30828, 0.95418)  0.2265
H (0.62187, 0.67840, -1.00998)  0.1683
H (-1.28570, 2.13157, -0.22353)  0.1983
H (-1.47258, 2.47506, 1.49881)  0.2159
H (-1.78495, 0.85216, 0.86881)  0.1899
H (2.89739, 0.13068, -0.75434)  0.1943
H (2.65334, -0.51249, 0.93582)  0.1905
N (-0.19222, -1.10525, 0.18849)  -0.2322
N (0.58563, -2.27808, 0.25721)  -0.6318
C (-1.60624, -0.67214, -1.84593)  -0.0954
N (-1.56458, -1.44067, -0.87399)  -0.2817
H (-0.69245, -1.04133, 1.07342)  0.3680
H (1.25390, -2.24996, -0.50899)  0.3711
H (-0.01600, -3.09359, 0.15006)  0.3643
H (-0.84925, 0.14164, -1.97789)  0.1743
H (-2.29268, -0.84667, -2.67464)  0.1992

**E_HOMO (alpha / beta)**: -6.57 / -6.57 eV
**Charge**: 0
**M**: 115.2 g/mol
**Kohn-Sham gap (alpha / beta)**: 0.2772 / 0.2773 Eh

***

Here is an isolated ion of composition C30H32N3S and charge +1 at a distorted geometry from OMol25. Energies are from the ωB97M-V functional and the def2-TZVPD basis.

Each line ends with the natural charge from an NBO analysis.
Atoms and positions in Å:
C (-1.09158, -0.17019, 2.91475)  -0.6256
C (-0.61911, -1.60011, 2.64912)  0.2598
C (-0.57713, -2.36698, 3.96843)  -0.6229
N (-1.57424, -2.29241, 1.72393)  -0.4582
C (-1.05006, -2.38587, 0.54460)  0.1166
S (-1.85695, -3.13263, -0.78628)  0.3439
C (-3.09334, -3.99126, 0.34964)  -0.5784
C (-3.95429, -4.88551, -0.46208)  0.2366
N (-4.60318, -5.58296, -1.13302)  -0.2517
C (0.36289, -1.80290, 0.41989)  0.0454
C (1.34409, -2.74228, -0.27514)  -0.6277
C (0.30672, -0.47201, -0.32516)  -0.6141
N (0.65161, -1.62500, 1.85551)  -0.3358
C (1.87494, -1.59415, 2.33349)  0.4358
C (2.23771, -0.88400, 3.58645)  -0.3554
C (3.04373, 0.38055, 3.22657)  -0.0327
C (2.77136, 1.57996, 3.88682)  -0.1475
C (3.75790, 2.56103, 3.97046)  -0.1962
C (4.97104, 2.37633, 3.30463)  -0.1968
C (5.16406, 1.25857, 2.48903)  -0.1950
C (4.18738, 0.25512, 2.44080)  -0.2316
H (-1.99365, -0.21985, 3.53665)  0.2481
H (-0.33801, 0.41293, 3.45812)  0.2193
H (-1.34300, 0.34684, 1.98246)  0.2249
H (-1.61137, -2.43803, 4.33157)  0.2525
H (-0.18633, -3.37782, 3.81416)  0.2405
H (0.01998, -1.85149, 4.72986)  0.2166
H (-2.52392, -4.57097, 1.08845)  0.2707
H (-3.68082, -3.20157, 0.83549)  0.2819
H (0.95241, -2.98241, -1.27324)  0.2582
H (2.32174, -2.25892, -0.39659)  0.2230
H (1.45338, -3.68186, 0.28146)  0.2312
H (-0.03490, -0.65109, -1.35144)  0.2460
H (-0.39508, 0.22379, 0.14548)  0.2294
H (1.30111, -0.01194, -0.36465)  0.2321
H (2.67490, -1.89185, 1.65164)  0.2110
H (1.30381, -0.57695, 4.07106)  0.2471
H (1.82034, 1.70039, 4.41575)  0.2154
H (3.59230, 3.44245, 4.59077)  0.2326
H (5.77627, 3.10515, 3.41768)  0.2323
H (6.08262, 1.12680, 1.91769)  0.2304
H (4.35650, -0.65243, 1.85242)  0.2020
C (3.10464, -1.65109, 4.54606)  -0.2849
C (2.59688, -3.03454, 4.96450)  0.0629
C (2.32426, -4.00032, 3.98484)  -0.2656
C (1.82480, -5.25284, 4.33909)  -0.1961
C (1.61101, -5.55501, 5.69140)  -0.2074
C (1.92083, -4.61361, 6.67416)  -0.1872
C (2.45445, -3.37789, 6.31383)  -0.2365
C (3.37952, -0.73884, 5.77015)  -0.0257
C (4.67627, -0.30248, 6.04096)  -0.1564
C (4.87538, 0.71680, 6.97436)  -0.2089
C (3.79062, 1.24078, 7.68238)  -0.2098
C (2.50300, 0.73919, 7.47358)  -0.2014
C (2.29754, -0.26082, 6.51299)  -0.2431
H (4.06841, -1.82742, 4.03609)  0.2304
H (2.49830, -3.75341, 2.93354)  0.1895
H (1.60748, -5.98985, 3.56341)  0.2233
H (1.20950, -6.52834, 5.96613)  0.2297
H (1.74760, -4.82537, 7.73171)  0.2301
H (2.74054, -2.68043, 7.10390)  0.2376
H (5.51217, -0.73249, 5.48196)  0.2144
H (5.88160, 1.11020, 7.13753)  0.2278
H (3.95474, 2.04783, 8.40038)  0.2289
H (1.64778, 1.11540, 8.03965)  0.2260
H (1.29668, -0.67189, 6.34856)  0.2090

**E_HOMO**: -11.75 eV
**Charge**: +1
**M**: 466.7 g/mol
**Kohn-Sham gap**: 0.2880 Eh